(1)
# C13H27O10

4 unconnected molecules or ions with the total composition C13H27O10 (ωB97M-V with the def2-TZVPD basis set, OMol25).

As for the spin multiplicity: 1. The calculation puts the energy above the lowest of the compared OMol25 structures with the same formula, charge and spin at 0.00 kcal per mole. Its orbital gap is 5.07 eV. As for the charge: -1. The value obtained for the HOMO energy is -2.273 eV.

Last column: Mulliken charge in e.
Element x y z (Å)
C -1.0027 0.7355 0.2532  0.23
O 0.0380 1.5511 0.1268  -0.86
H -1.5833 0.6368 -0.7261  -0.10
H -0.7865 -0.3713 0.3946  0.09
H -1.7396 0.9517 1.0714  -0.26
C 4.5453 3.7239 -4.9860  -1.15
C 4.0606 2.5214 -4.2139  -0.23
O 2.7258 2.2528 -4.5894  -0.32
C 1.9776 1.5882 -3.6842  0.73
O 2.3883 1.1220 -2.6636  -0.52
O 0.7463 1.5223 -4.1588  -0.36
C -0.2785 1.0662 -3.2459  -0.57
H 3.9377 4.5953 -4.7443  0.28
H 4.4763 3.5322 -6.0597  0.29
H 5.5894 3.9460 -4.7668  0.37
H 4.1049 2.6925 -3.1320  0.34
H 4.7185 1.6533 -4.3412  0.28
H -0.0757 0.0322 -2.9842  0.28
H -1.2372 1.2181 -3.7339  0.29
H -0.3158 1.6697 -2.3303  0.25
C -2.0444 -6.7285 -0.8412  -1.18
C -2.0945 -5.4178 -0.0747  -0.22
O -2.8880 -4.4909 -0.7970  -0.29
C -3.2848 -3.4113 -0.1058  0.76
O -3.2209 -3.2793 1.0839  -0.56
O -3.7763 -2.5327 -0.9649  -0.30
C -4.3998 -1.3988 -0.3729  -0.49
H -1.6229 -7.4828 -0.1707  0.37
H -1.3906 -6.6715 -1.7098  0.30
H -3.0463 -7.0683 -1.0956  0.31
H -1.0984 -5.0032 0.0851  0.32
H -2.5273 -5.6168 0.9075  0.29
H -5.2225 -1.6885 0.2770  0.30
H -4.6687 -0.6790 -1.1383  0.25
H -3.6696 -0.8518 0.2371  0.14
C -1.5619 1.3139 3.9373  -1.17
C -0.7096 2.5582 3.8254  -0.13
O 0.4181 2.4976 4.7154  -0.36
C 1.5068 1.8860 4.2544  0.73
O 1.6422 1.3390 3.2011  -0.49
O 2.4858 2.0643 5.1696  -0.35
C 3.6927 1.3972 4.8527  -0.63
H -0.9100 0.4472 3.7990  0.31
H -2.3576 1.2610 3.2017  0.31
H -1.9740 1.1727 4.9448  0.35
H -1.2781 3.4462 4.0879  0.28
H -0.3406 2.6081 2.7936  0.32
H 4.0588 1.6762 3.8671  0.30
H 3.5758 0.3150 4.9348  0.28
H 4.4172 1.6988 5.6096  0.21

=====

(2)
# C13H28AsFeN2O5Te

A molecular structure, C13H28AsFeN2O5Te (ωB97M-V with the def2-TZVPD basis set, OMol25).

As for the spin multiplicity: 6. The calculation puts the energy above the lowest of the compared OMol25 structures with the same formula, charge and spin at 12.25 kcal per mole. Its orbital gap (spin up / spin down) is 3.71 / 5.88 eV. The value obtained for the HOMO energy (spin up / spin down) is -3.525 / -5.696 eV.

Last column: Mulliken charge in e.
Element x y z (Å)
Fe 0.1902 0.1767 0.2693  0.64
C -4.6245 0.6188 0.0452  -1.10
N -3.5401 0.2200 0.9286  0.12
C -3.4544 0.9563 2.1830  -0.78
C -2.5297 -0.5444 0.5149  1.00
O -1.5784 -0.8792 1.2403  -0.70
C -2.5680 -1.0514 -0.9327  -1.09
O -1.2785 -1.4446 -1.3124  -0.32
C -0.9460 -2.7938 -1.2393  -1.13
C 0.4415 -2.8812 -0.5991  0.98
O 0.9954 -1.8621 -0.2073  -0.70
N 1.0133 -4.0940 -0.4735  0.21
C 2.3568 -4.2021 0.0699  -1.11
C 0.4347 -5.3257 -0.9746  -1.05
H -5.5261 0.7485 0.6429  0.37
H -4.3922 1.5626 -0.4545  0.33
H -4.8328 -0.1428 -0.7006  0.41
H -4.1837 0.5742 2.9009  0.30
H -2.4420 0.9015 2.5573  -0.02
H -3.6608 2.0064 1.9759  0.38
H -3.2796 -1.8842 -0.9912  0.44
H -2.8794 -0.2648 -1.6158  0.49
H -1.6594 -3.3732 -0.6427  0.47
H -0.9138 -3.2236 -2.2467  0.53
H 2.6874 -3.2198 0.3926  0.29
H 2.3616 -4.8935 0.9154  0.34
H 3.0406 -4.5815 -0.6921  0.34
H -0.5135 -5.1488 -1.4698  0.36
H 1.1117 -5.7915 -1.6938  0.33
H 0.2684 -6.0294 -0.1561  0.34
C 0.7533 3.7473 0.8863  -1.22
C 0.0764 2.4940 0.4589  0.77
O -0.6460 1.7397 1.2895  -0.63
H 0.0991 4.6374 0.8659  0.28
H 1.6095 3.9626 0.2467  0.38
H 1.1108 3.6397 1.9184  0.25
Te -0.1437 2.0318 -1.6332  -0.65
C -0.1018 0.4518 4.0741  -0.89
As 1.2660 -0.6066 3.2489  1.06
C 0.6418 -2.4262 3.2220  -0.89
C 2.8306 -0.5604 4.3600  -1.15
O 1.6448 -0.0665 1.7335  -0.78
H 0.0217 0.4975 5.1547  0.50
H -1.0596 0.0056 3.8138  0.23
H -0.0461 1.4327 3.6015  0.20
H 0.3172 -2.7310 4.2168  0.46
H 1.4406 -3.0804 2.8774  0.26
H -0.1963 -2.4574 2.5274  0.09
H 2.6105 -0.9936 5.3351  0.38
H 3.1441 0.4751 4.4760  0.36
H 3.6238 -1.1217 3.8705  0.34

=====

(3)
# C13H28BN2O20S2

A molecular structure, C13H28BN2O20S2 (ωB97M-V with the def2-TZVPD basis set, OMol25).

As for the spin multiplicity: 1. Its orbital gap is 8.98 eV. As for the charge: -1. The value obtained for the HOMO energy is -6.622 eV.

Last column: Mulliken charge in e.
Element x y z (Å)
C 4.2537 -3.4965 1.9488  -0.66
O 3.7040 -2.2949 2.5037  -0.48
B 2.3513 -2.4349 2.7790  0.61
O 1.7898 -3.5387 3.4219  -0.38
S 1.2279 -1.0062 2.2733  0.91
O 1.7741 -0.3273 1.0648  -0.50
O 1.2928 -0.0514 3.4310  -0.76
N -0.3953 -1.4457 2.1379  -0.48
S -0.6050 -2.7096 1.0665  1.13
O -1.9676 -2.5734 0.4818  -0.63
O 0.4058 -2.8233 -0.0044  -0.60
O -0.6448 -4.1655 1.9391  -0.18
N -1.3881 -3.9347 3.0901  0.31
O -1.1474 -4.7826 3.8600  -0.37
H 4.1177 -4.3659 2.6167  0.27
H 5.3206 -3.3540 1.7212  0.25
H 3.7436 -3.7100 0.9923  0.27
H 0.9638 -3.2068 3.7878  0.29
C 2.2528 1.0689 -1.2812  -0.87
O 2.9529 2.1502 -1.9265  -0.22
C 2.8393 3.3150 -1.3027  0.70
O 2.2275 3.5190 -0.2909  -0.54
O 3.5273 4.2278 -1.9994  -0.31
C 3.4861 5.5341 -1.4333  -0.68
H 2.4170 0.1731 -1.8770  0.29
H 2.6420 0.8984 -0.2867  0.47
H 1.1833 1.2718 -1.2445  0.36
H 3.9272 5.5364 -0.4367  0.28
H 2.4626 5.9068 -1.3981  0.31
H 4.0737 6.1842 -2.0783  0.21
C 0.0727 3.1085 1.4060  -0.51
O -0.5381 3.7388 2.5449  -0.29
C -1.6527 4.3996 2.2719  0.73
O -2.1714 4.5117 1.1940  -0.56
O -2.1094 4.9314 3.4138  -0.33
C -3.3126 5.6739 3.2608  -0.64
H 0.9685 2.6035 1.7528  0.21
H -0.6000 2.3664 0.9745  0.27
H 0.3504 3.8473 0.6686  0.35
H -4.1167 5.0346 2.8966  0.29
H -3.1624 6.5182 2.5876  0.29
H -3.5848 6.0536 4.2436  0.22
C 1.7361 1.3333 -9.0289  -0.63
O 2.6637 0.9655 -8.0128  -0.33
C 2.4832 1.6117 -6.8565  0.73
O 1.6382 2.4343 -6.6382  -0.54
O 3.4027 1.1825 -5.9984  -0.32
C 3.3290 1.7926 -4.7027  -0.58
H 1.9785 0.7487 -9.9138  0.21
H 0.7166 1.1002 -8.7229  0.29
H 1.8289 2.3919 -9.2711  0.29
H 2.3746 1.5756 -4.2312  0.25
H 3.4843 2.8684 -4.7745  0.30
H 4.1215 1.3677 -4.0943  0.32
C -6.1452 -6.6998 4.2821  -0.62
O -6.6688 -5.8718 3.2479  -0.34
C -5.7396 -5.1443 2.6189  0.79
O -4.5672 -5.1442 2.8547  -0.50
O -6.3421 -4.4168 1.6830  -0.34
C -5.4429 -3.5868 0.9353  -0.64
H -6.9831 -7.2393 4.7187  0.21
H -5.4360 -7.4210 3.8767  0.28
H -5.6736 -6.0965 5.0573  0.29
H -4.7075 -4.1914 0.4069  0.29
H -4.9450 -2.8704 1.5868  0.30
H -6.0384 -3.0424 0.2060  0.27

=====

(4)
# C13H28BrO4P

2 unconnected molecules or ions with the total composition C13H28BrO4P (ωB97M-V with the def2-TZVPD basis set, OMol25).

As for the spin multiplicity: 1. Its orbital gap is 2.90 eV. The value obtained for the HOMO energy is -4.897 eV.

Last column: Mulliken charge in e.
Element x y z (Å)
C -1.8834 -0.1835 2.0487  -1.02
C -1.3977 0.3330 0.6132  -0.14
O 0.0087 0.7225 0.5671  -0.35
C 0.3312 0.8919 -0.8198  -0.53
C 1.8980 0.9261 -1.1348  -0.71
P 2.8563 -0.5863 -0.5552  0.79
C 4.2843 0.0816 0.5298  -1.09
Br 3.8809 -1.5844 -2.3198  -0.16
C 1.8902 -1.7766 0.5343  -0.75
C 0.6316 -2.4791 -0.1669  0.77
C 0.8918 -4.0261 -0.5628  -0.95
O 1.9002 -4.1174 -1.6006  -0.29
C 1.3492 -4.1967 -2.9029  0.65
C -0.1264 -3.7845 -3.3350  -0.77
O 2.1191 -4.5928 -3.8193  -0.56
H -1.8228 0.6808 2.7847  0.21
H -1.1735 -1.0502 2.3395  0.26
H -2.9359 -0.6473 1.9760  0.28
H -2.0011 1.2552 0.2551  0.40
H -1.6593 -0.5154 -0.1366  0.18
H -0.0834 1.9275 -1.1310  0.50
H -0.1547 0.1398 -1.5272  0.22
H 1.9950 0.9547 -2.2864  0.39
H 2.4347 1.8742 -0.7642  0.46
H 3.8824 0.9662 1.1354  0.37
H 4.7660 -0.7334 1.1605  0.36
H 5.0633 0.4965 -0.2129  0.37
H 1.5216 -1.1803 1.4434  0.42
H 2.6458 -2.5412 0.9584  0.47
H -0.2044 -2.5111 0.6278  0.06
H 0.2070 -1.9233 -1.0641  -0.47
H -0.0628 -4.6130 -0.7595  0.38
H 1.3625 -4.4989 0.3811  0.42
H -0.6052 -2.9630 -2.7092  0.21
H -0.0479 -3.3696 -4.4058  0.31
H -0.8508 -4.6676 -3.3989  0.28
C -2.0998 3.7903 2.5893  -1.22
C -2.5948 3.9479 1.1377  0.73
C -3.6535 5.0656 1.0871  -1.53
O -3.1812 2.7990 0.7680  -0.93
H -2.9105 3.5291 3.2785  0.26
H -1.3288 3.0145 2.6655  0.12
H -1.6548 4.7287 2.9492  0.44
H -1.7258 4.3274 0.5612  0.07
H -4.5176 4.8483 1.7244  0.33
H -4.0183 5.2225 0.0665  0.34
H -3.2255 6.0181 1.4306  0.40

=====

(5)
# C13H28CrNO4P2

A molecular structure, C13H28CrNO4P2 (ωB97M-V with the def2-TZVPD basis set, OMol25).

As for the spin multiplicity: 4. Its orbital gap (spin up / spin down) is 7.20 / 7.10 eV. The value obtained for the HOMO energy (spin up / spin down) is -6.663 / -6.603 eV.

Last column: Mulliken charge in e.
Element x y z (Å)
C 0.9471 1.5669 -3.4023  -1.18
C 0.9716 0.8329 -2.1881  1.46
N -0.2196 0.5345 -1.5695  0.46
C -1.3498 0.5623 -2.2849  0.36
C -1.3936 1.0762 -3.5747  -0.67
C -0.2172 1.6199 -4.1452  -0.41
C 2.1800 0.5250 -1.5034  -1.97
P 2.0429 -0.6489 -0.1644  1.58
Cr -0.0355 -0.3163 0.5416  -0.94
P -2.3161 -0.3077 0.0885  1.61
C -2.6029 -0.0486 -1.6992  -1.25
O 2.9556 3.2579 -0.0059  -0.82
O 1.4607 2.4335 2.2678  -0.65
H 1.8871 1.9461 -3.7684  0.43
H -2.3515 1.0226 -4.1395  0.37
H -0.2269 2.0011 -5.1644  0.40
C 2.4835 -2.1751 -1.0390  -1.44
C 3.3248 -0.3994 1.1068  -1.21
H -3.5126 0.5664 -1.8419  0.50
H -2.7757 -1.0740 -2.0849  0.38
H 2.8432 2.4151 -0.4472  0.37
H 3.1446 0.8249 -1.9851  0.31
C -3.5284 -1.4880 0.7017  -1.31
C -3.0704 1.2751 0.6913  -1.58
H 0.2138 1.2424 1.3174  0.16
H 1.8972 2.1488 3.0782  0.29
H 2.1279 2.6609 1.6111  0.36
H 2.3018 3.9037 -0.3309  0.32
H -1.4169 -1.4264 -0.2403  -0.25
H -0.4723 1.2753 1.0298  0.22
H 3.5152 -2.0697 -1.4142  0.41
H 2.3653 -3.0029 -0.3240  0.43
H 1.7924 -2.2648 -1.8905  0.34
H 4.3149 -0.2575 0.6480  0.40
H 3.1158 0.4659 1.7598  0.15
H 3.3482 -1.3074 1.7290  0.38
H -4.1169 1.3803 0.3512  0.45
H -3.0623 1.3226 1.7884  0.36
H -2.5154 2.1478 0.3244  0.41
H -4.5209 -1.2787 0.2834  0.43
H -3.1603 -2.4752 0.4009  0.45
H -3.5451 -1.4294 1.7986  0.37
C -0.4203 -2.6065 4.0148  -1.17
C -0.3805 -2.2430 2.5432  0.99
O -0.7012 -3.0601 1.6831  -0.61
O 0.0085 -1.0023 2.3221  -0.57
H -0.5855 -3.6786 4.0817  0.35
H -1.2586 -2.0989 4.5137  0.25
H 0.5143 -2.3488 4.5310  0.29

=====

(6)
# C13H28GeMnO6

A molecular structure, C13H28GeMnO6 (ωB97M-V with the def2-TZVPD basis set, OMol25).

As for the spin multiplicity: 5. The calculation puts the energy above the lowest of the compared OMol25 structures with the same formula, charge and spin at 170.61 kcal per mole. Its orbital gap (spin up / spin down) is 6.21 / 6.84 eV. As for the charge: -1. The value obtained for the HOMO energy (spin up / spin down) is -3.143 / -3.775 eV.

Last column: Mulliken charge in e.
Element x y z (Å)
Mn 0.2863 0.0248 -0.2988  0.78
C -0.8665 -3.9062 -0.6776  -1.91
C -0.3467 -2.7732 0.2063  2.31
C -0.7146 -3.0604 1.6563  -1.94
C 1.1871 -2.7305 0.0445  -1.61
O -0.9443 -1.5574 -0.2879  -0.26
Ge -1.4925 0.0879 0.9335  -0.19
O 0.3469 0.1118 1.7207  -0.15
C 1.0069 1.3753 2.1174  2.33
C -0.0462 2.3722 2.5819  -2.01
C 1.9279 2.0648 1.0598  -1.60
C 1.9190 1.0000 3.2793  -1.88
O -0.9830 1.6445 -0.4244  -0.49
C -1.7255 1.5328 -1.7443  1.96
C -1.9072 2.9964 -2.1454  -1.98
C -0.9447 0.9024 -2.9649  -1.26
C -3.0673 0.8434 -1.6124  -2.02
H -0.4313 -4.8629 -0.3817  0.40
H -0.6081 -3.7090 -1.7180  0.40
H -1.9544 -3.9768 -0.5999  0.41
H -0.2908 -4.0191 1.9620  0.48
H -1.8002 -3.1084 1.7751  0.37
H -0.3157 -2.2947 2.3254  0.28
H 1.6056 -3.6960 0.3460  0.54
H 1.6552 -1.9655 0.6598  0.10
H 1.4602 -2.5417 -0.9941  0.34
H -0.6775 2.7000 1.7546  0.36
H 0.4458 3.2568 2.9915  0.50
H -0.6756 1.9349 3.3613  0.34
H 1.3794 2.3978 0.1774  0.21
H 2.7220 1.4079 0.7615  0.37
H 2.3421 2.9454 1.5601  0.55
H 1.3432 0.5329 4.0819  0.39
H 2.4189 1.8856 3.6759  0.40
H 2.6744 0.2903 2.9421  0.39
H -0.9336 3.4778 -2.2259  0.41
H -2.4923 3.5345 -1.3937  0.38
H -2.4193 3.0723 -3.1067  0.44
H -0.0366 1.4509 -3.1604  0.39
H -1.5466 1.0299 -3.8936  0.35
H -0.7023 -0.4602 -2.7700  0.17
H -3.6766 1.2973 -0.8261  0.37
H -2.9612 -0.2241 -1.4021  0.45
H -3.5925 0.9417 -2.5634  0.45
O 0.3353 -0.0099 -2.0745  -0.42
O 3.0529 -1.1610 -2.2498  -0.57
C 3.2633 -0.5710 -1.2058  -0.54
O 2.4518 -0.0869 -0.3386  -0.10
H 4.3285 -0.3972 -0.9141  0.30

=====

> What is the formula in the third record?

C13H28BN2O20S2